70
Properties=species:S:1:pos:R:3:forces:R:3:lowdin_charge:R:1 method="wB97M-V/def2-TZVPD" relative_energy_kj_mol=708.9 charge=-1 homo_ev=-7.0 mol_weight_da=819.59 largest_force_ha_per_bohr=0.20899 e_lumo_ev=1.22
C 2.4295 1.0458 7.2430 -0.66 1.69 1.24 -0.14
H 4.2891 0.3788 -5.2467 -0.03 0.09 0.01 0.08
H -5.4381 -1.3557 -4.3345 0.45 0.10 0.02 0.09
O -3.7468 4.0948 5.0149 0.70 0.01 -0.83 -0.29
O -3.5795 1.1022 -3.0168 -0.68 1.04 -1.56 -0.23
S -3.1030 -4.3584 0.6221 -5.80 -5.12 -7.46 0.37
P 3.6937 -1.4101 -2.3894 -0.89 1.28 -0.74 0.41
S -2.3991 -3.8933 2.7880 1.43 1.13 2.76 0.60
H -2.4298 3.6336 -4.1400 -0.13 0.33 0.12 0.09
S -2.7425 3.6608 4.0737 2.82 -0.80 6.87 0.39
O -3.5988 -4.4707 3.3727 2.00 0.50 -1.04 -0.28
N -3.2840 3.0067 2.7927 -0.25 2.99 -2.65 -0.27
H -6.3873 0.0784 -4.1965 0.52 0.67 0.31 0.09
C 5.5513 1.7804 4.2250 -0.39 1.26 0.26 -0.09
C -5.7008 -0.4407 -4.8653 -1.31 -1.08 1.13 -0.13
H 6.5329 -2.4406 -2.1745 0.59 -0.65 0.49 0.10
H -2.9152 4.1466 -5.7661 -0.05 -0.09 -0.13 0.09
H 6.2826 2.4761 4.6366 0.20 -0.45 0.42 0.08
O -2.2015 -5.4807 0.5233 -0.40 0.26 1.24 -0.30
F -2.9439 -3.8234 -0.8763 -0.11 0.60 -0.72 -0.23
O -4.5593 0.2718 -5.3004 0.34 1.67 0.33 -0.22
O 2.8747 -2.7204 -2.8270 1.76 0.85 -0.08 -0.24
H 5.8289 -3.7246 -0.9966 0.27 0.84 0.69 0.10
H 3.1937 1.7878 7.4741 0.46 -0.28 0.19 0.08
F -4.0924 3.9496 0.6684 0.18 -0.11 1.12 -0.25
O -1.5000 4.4164 3.9992 -1.48 -0.33 -0.38 -0.31
O 2.8235 -0.3340 -1.8694 0.63 -0.83 0.16 -0.25
C -2.3973 3.3738 -5.1981 1.07 1.89 1.29 -0.15
O 4.8253 -1.8894 -1.3694 -1.60 0.94 0.25 -0.20
O 2.6046 0.5034 4.0939 0.84 -0.45 0.59 -0.25
H 2.7722 -2.3235 4.3165 -0.06 0.75 -0.07 0.09
H -1.3324 3.3839 -5.4305 -0.07 -0.14 -0.39 0.09
O -1.0833 -4.5397 2.9103 -2.63 1.18 -0.44 -0.31
O -2.4038 5.3423 1.5281 -1.82 -1.96 1.97 -0.32
H -6.8204 3.1405 -5.7939 -0.03 -0.24 0.78 0.09
O -4.7028 5.3006 2.5934 2.90 -1.80 -0.56 -0.30
H 3.8557 -1.2446 -5.6651 -0.53 -0.11 0.12 0.09
C -5.7354 3.1517 -5.6898 0.42 0.36 -0.65 -0.11
C 3.7313 -0.4874 -4.8910 1.16 0.45 -0.51 -0.09
O 4.7557 1.2929 5.3375 -0.40 -1.48 -0.22 -0.23
P 3.6037 0.1556 5.1306 -0.01 0.54 -0.50 0.47
O 4.4776 -0.9367 -3.7384 -0.95 -1.07 1.47 -0.23
H 2.0097 0.6671 8.1750 -0.20 0.30 -0.11 0.10
C 3.8384 -2.3700 4.5382 -0.74 -1.88 -0.90 -0.14
S -3.5254 4.5547 2.0927 -2.57 2.14 -5.26 0.62
O -4.5674 -4.6174 0.6757 3.16 0.07 0.23 -0.33
H 2.6744 -4.4983 -1.7614 -0.01 0.02 -0.28 0.09
H 2.7083 -0.1400 -4.7462 0.01 -0.55 0.48 0.09
H 1.7128 1.6379 6.6739 -0.45 -0.53 -0.19 0.10
H -5.4147 4.1815 -5.8467 0.01 0.13 0.41 0.08
N -2.6966 -3.0936 1.2656 2.73 1.77 6.06 -0.27
H 2.2403 -3.0887 -0.8226 -0.01 0.36 -0.16 0.09
O -2.9161 2.1242 -5.3839 -1.70 -2.84 -0.01 -0.22
O 4.4913 -1.1722 4.8376 -0.71 1.90 1.09 -0.21
H 1.2151 -3.5423 -2.2338 -0.14 -0.50 0.68 0.10
H 4.3055 -2.7916 3.6482 0.09 0.03 0.01 0.09
H 5.2294 -3.5145 -2.5441 -0.16 0.03 -0.32 0.08
H 6.0698 1.0520 3.6015 -0.40 -0.37 0.33 0.09
P -4.0265 1.5146 -4.3689 -0.86 -0.05 -0.74 0.52
C 2.2265 -3.5068 -1.8291 -0.84 -0.21 -0.19 -0.08
H 4.9509 2.4660 3.6270 -0.37 -0.51 -0.32 0.09
F -2.1878 2.3208 4.7844 -0.28 -0.27 -0.39 -0.23
O -5.2363 2.6691 -4.4246 1.02 -1.51 -0.15 -0.23
H 3.8809 -3.1351 5.3134 0.52 0.36 0.42 0.09
C 5.6687 -2.9358 -1.7316 0.59 -0.95 -1.95 -0.13
F -2.1801 -2.5688 3.6783 -0.14 -0.18 -0.74 -0.22
K -0.6307 0.3855 0.8232 -0.24 -0.02 0.19 0.89
H -5.3737 2.6391 -6.5812 0.34 -0.56 0.32 0.09
O 2.9217 -0.0706 6.5910 2.16 -0.89 -2.39 -0.20
H -6.4166 -0.7680 -5.6193 0.76 0.31 -0.99 0.08